#one
This record from the OMol25 dataset describes an isolated molecule of C2H6N6. The level of theory is wB97M-V/def2-TZVPD.

Computed properties:
Gap between HOMO and LUMO = 9.370 eV

Bonds (Å) are listed after each position.
CARTESIAN COORDINATES (ANGSTROEM)
1 N 2.48 -0.16 -0.01  C2 1.242, H9 1.063
2 C 1.25 -0.15 -0.20  N1 1.242, N3 1.370, N8 1.336
3 N 0.51 -1.27 -0.46  C2 1.370, N4 1.559, H10 1.124
4 N -0.51 -0.98 0.69  N3 1.559, C5 1.427, H11 1.016
5 C -1.34 -0.10 -0.05  N4 1.427, N6 1.300, N7 1.450
6 N -2.61 -0.29 -0.27  C5 1.300, H12 1.177
7 N -0.70 1.20 0.10  C5 1.450, N8 1.404, H13 1.054
8 N 0.69 1.03 0.09  C2 1.336, N7 1.404, H14 1.008
9 H 3.10 0.68 -0.22  N1 1.063
10 H 1.21 -2.09 -0.15  N3 1.124
11 H -1.03 -1.85 0.76  N4 1.016
12 H -3.33 0.63 -0.15  N6 1.177
13 H -1.04 1.72 -0.75  N7 1.054
14 H 1.31 1.62 0.62  N8 1.008

Mulliken population analysis, charges in e, atoms 1 to 8:
1. N -0.77
2. C 0.60
3. N -0.46
4. N -0.35
5. C 0.43
6. N -0.65
7. N -0.42
8. N -0.13



#two
This record from the OMol25 dataset describes a 2-piece molecular cluster, C2H6N6 overall. The level of theory is wB97M-V/def2-TZVPD.

Computed properties:
Gap between HOMO and LUMO = 9.070 eV

Bonds (Å) are listed after each position.
CARTESIAN COORDINATES (ANGSTROEM)
1 C -1.00 1.14 0.33  H5 1.201, N10 1.330, N11 1.347
2 C -0.73 -0.92 -0.23  N11 1.440, N12 1.298, N13 1.442
3 H 2.53 1.06 0.59  no bonds
4 H 0.86 1.51 1.92  N9 1.194
5 H -1.65 2.03 0.81  C1 1.201
6 H -1.78 -1.99 -1.43  N12 1.028
7 H 1.01 -1.45 -1.50  N14 1.138
8 H 1.90 -1.66 -0.20  N14 1.052
9 N 1.28 1.95 0.89  H4 1.194, N10 1.554
10 N 0.31 1.04 0.09  C1 1.330, N9 1.554, N13 1.416
11 N -1.67 -0.03 0.38  C1 1.347, C2 1.440
12 N -0.81 -1.89 -1.09  C2 1.298, H6 1.028
13 N 0.50 -0.35 0.28  C2 1.442, N10 1.416, N14 1.436
14 N 1.47 -0.82 -0.67  H7 1.138, H8 1.052, N13 1.436

Mulliken population analysis, charges in e, atoms 1 to 8:
1. C 0.05
2. C 0.61
3. H 0.35
4. H 0.29
5. H 0.29
6. H 0.28
7. H 0.38
8. H 0.26



The structure with the most favorable energy is #one; the runner-up is 2.904 eV above it.